--- A ---
C3H3BrN2O | the ωB97M-V functional and the def2-TZVPD basis

The geometry in XYZ format:
```
10
C3H3BrN2O, DFT the ωB97M-V functional and the def2-TZVPD basis
N -0.49703 -1.82889 0.96120
C 0.62360 -1.64022 0.53670
N 1.55439 -1.49194 -0.20244
Br 2.63355 0.01319 -0.35492
H -0.77047 -1.92769 1.93235
C -0.95956 1.18929 -0.96810
C -0.30773 1.60748 0.03303
O 0.25935 1.94340 0.97511
H -1.91565 0.66559 -0.85913
H -0.62045 1.46980 -2.05380
```

Values from the calculation:
Multiplicity: 1
Kohn-Sham gap: 9.00 eV
SMILES: N=C=NBr.C=C=O
Molar mass: 162.974 g mol⁻¹


--- B ---
C3H3BrN2O | the ωB97M-V functional and the def2-TZVPD basis

The geometry in XYZ format:
```
10
C3H3BrN2O, DFT the ωB97M-V functional and the def2-TZVPD basis
O 2.12487 2.63722 -0.08348
C 1.40035 1.71013 -0.06140
C 0.10621 1.27810 0.19132
C -0.07524 -0.07144 -0.00282
N 1.03380 -0.69666 -0.39375
N 2.07772 0.13163 -0.64115
Br 3.71722 -0.37487 0.09819
H -0.64412 1.93779 0.58335
H -0.99024 -0.62377 0.10618
H 1.10958 -1.67954 -0.62170
```

Values from the calculation:
Multiplicity: 1
Kohn-Sham gap: 8.49 eV
SMILES: O=c1cc[nH]n1Br
Molar mass: 162.974 g mol⁻¹


We find B to be the most stable, with the next structure 0.618 eV higher.


--- A ---
C5H16NO2 | the ωB97M-V functional and the def2-TZVPD basis

The geometry in XYZ format:
```
24
C5H16NO2, DFT the ωB97M-V functional and the def2-TZVPD basis
C 0.23887 2.18271 -1.19092
O -0.19536 -0.64773 3.43020
C -0.03567 0.66268 -1.25053
C 0.89934 -0.29683 -0.39270
C 0.22405 -1.42864 0.36524
C -0.36297 -2.33842 -0.73831
N -0.16039 0.08184 -2.44315
H -0.45172 2.80501 -1.73362
H 1.21461 2.32612 -1.66375
H 0.28881 2.53225 -0.19261
H -1.08330 0.59833 -0.78797
H 1.25303 0.44439 0.61190
H 1.77927 -0.44380 -1.00100
H -0.52932 -0.94718 0.95841
H 0.96934 -1.88706 1.01997
H 0.34943 -2.40160 -1.56724
H -1.16708 -1.80598 -1.24276
H -0.60025 -3.36005 -0.45599
H -0.68368 -0.79253 4.24748
H -0.15705 0.76403 -3.24346
H -0.62164 0.05258 2.94039
H -1.66420 1.87475 1.52470
H 1.56432 0.91758 1.14875
O -1.06845 1.10755 1.65698
```

Values from the calculation:
Multiplicity: 2
Kohn-Sham gap (spin up / spin down): 4.15 / 3.83 eV
<S²>: 1.070
Total charge: +2
Molar mass: 122.188 g mol⁻¹


--- B ---
C5H16NO2 | the ωB97M-V functional and the def2-TZVPD basis

The geometry in XYZ format:
```
24
C5H16NO2, DFT the ωB97M-V functional and the def2-TZVPD basis
C -0.77445 1.22394 1.33760
C 0.70738 0.51980 1.57079
C 0.87262 -0.67727 0.75831
C 0.83423 -1.92060 1.35818
C 0.33944 -3.08790 0.64322
N -1.12610 1.34697 -0.11382
H -0.62724 2.20373 1.75711
H -1.53384 0.65398 1.87984
H 0.70030 0.36962 2.65667
H 1.48097 1.30410 1.55489
H 0.75308 -0.60646 -0.30533
H 0.83481 -1.82374 2.45110
H 0.73026 -3.44255 -0.32576
H -0.70768 -2.94631 0.27756
H 0.32467 -3.95432 1.33863
H -1.29951 0.47652 -0.64986
H -0.31500 1.84261 -0.50386
H -2.09017 1.69202 -0.13337
H 2.23720 1.74985 -2.26295
H 1.15457 0.63023 -2.20012
O 1.28950 1.57154 -2.26421
H -0.71407 1.55975 -2.92085
H -1.73507 0.41841 -3.31891
O -1.33588 0.89610 -2.58484
```

Values from the calculation:
Multiplicity: 2
Kohn-Sham gap (spin up / spin down): 10.40 / 6.89 eV
<S²>: 0.753
Total charge: +2
Molar mass: 122.188 g mol⁻¹


We find B to be the most stable, with the next structure 9.510 eV higher.


--- A ---
C5H7N2 | the ωB97M-V functional and the def2-TZVPD basis

The geometry in XYZ format:
```
14
C5H7N2, DFT the ωB97M-V functional and the def2-TZVPD basis
C -2.02111 0.02553 -0.56202
C -1.88107 -0.45298 0.73567
C -0.77699 0.41137 -1.00690
C 2.52017 -0.13129 0.32861
C 1.42599 0.41463 -0.26654
N -0.56250 -0.41395 0.99081
N 0.06425 0.22340 0.02719
H -2.88017 -0.13898 -1.11508
H -2.60541 -0.85304 1.36862
H -0.56502 1.00958 -1.90043
H 3.39833 0.19263 -0.16580
H 2.62829 -0.83242 1.09847
H 1.53625 1.12875 -1.40216
H -0.28102 -0.58324 1.86955
```

Values from the calculation:
Multiplicity: 1
Kohn-Sham gap: 9.59 eV
Total charge: +1
Molar mass: 95.125 g mol⁻¹


--- B ---
C5H7N2 | the ωB97M-V functional and the def2-TZVPD basis

The geometry in XYZ format:
```
14
C5H7N2, DFT the ωB97M-V functional and the def2-TZVPD basis
C 0.42011 1.21544 -1.57125
C 0.98369 1.76313 -0.43669
C -0.27800 0.12477 -1.09811
C -0.85557 -2.23739 0.75994
C -0.49445 -0.99432 1.06650
N 0.67808 1.05063 0.59364
N -0.11632 0.01091 0.22625
H 0.34413 1.56255 -2.63444
H 1.66575 2.48025 -0.40131
H -0.83406 -0.68465 -1.70196
H -1.21956 -2.98029 1.52156
H -0.91634 -2.57237 -0.26660
H -0.13435 -0.14195 2.46804
H 0.75691 1.40329 1.47443
```

Values from the calculation:
Multiplicity: 1
Kohn-Sham gap: 9.59 eV
Total charge: +1
Molar mass: 95.125 g mol⁻¹


--- C ---
C5H7N2 | the ωB97M-V functional and the def2-TZVPD basis

The geometry in XYZ format:
```
14
C5H7N2, DFT the ωB97M-V functional and the def2-TZVPD basis
C 2.39077 0.03631 1.20762
C 1.37036 0.02162 0.55452
N 0.02588 -0.14272 -0.19756
C 0.33749 0.32020 -1.57376
C -1.17159 0.31456 0.69360
C -1.58458 -1.07312 0.62180
N -0.56766 -1.44459 -0.04994
H 3.17827 0.44819 1.69038
H 0.05384 -0.45260 -2.36782
H -0.43220 1.20063 -1.74991
H 1.24434 0.80394 -1.59395
H -1.94418 0.98214 0.31718
H -0.56523 0.77665 1.60203
H -2.33551 -1.79124 0.84583
```

Values from the calculation:
Multiplicity: 1
Kohn-Sham gap: 11.56 eV
Total charge: +1
SMILES: C#C[N@+]1(C)CC=N1
Molar mass: 95.125 g mol⁻¹


We find A to be the most stable, with the next structure 1.703 eV higher.